[1]
Here is C9H18N2O3 in the gas phase at a distorted geometry from the OMol25 dataset. Energies are from ωB97M-V with the def2-TZVPD basis set.

Values from the calculation:
calculated total energy: -688.90311 Ha
SMILES: CN1CCOCCOCCN(C)C1=O
max |F|: 2.47 eV Å⁻¹
LUMO: 0.82 eV
charge: 0
HOMO: -8.54 eV
M: 202.3 g mol⁻¹

The geometry in XYZ format:
```
32
Properties=species:S:1:pos:R:3:forces:R:3:lowdin_charge:R:1
C 3.3348 -0.8217 -0.3630 -0.47 -0.83 0.82 -0.040
N 1.9447 -0.3982 -0.4990 -0.54 -0.28 -0.67 -0.086
C 1.0016 -1.4208 -0.9107 -0.51 0.34 0.88 -0.128
C 0.2197 -2.0811 0.2778 -0.40 0.08 -0.38 -0.142
O -0.1656 -1.2093 1.3565 -0.60 0.14 -0.84 -0.139
C -1.5202 -0.6576 1.4746 0.37 0.34 2.42 -0.140
C -2.6031 -0.7750 0.4164 0.84 -1.87 0.83 -0.242
O -2.1200 -0.4971 -0.8325 0.58 0.47 -1.31 -0.127
C -1.9014 0.8728 -1.0743 0.10 1.14 -1.03 -0.183
C -0.4397 1.3843 -1.2138 -0.93 -0.22 0.23 -0.132
N 0.3701 1.3722 -0.0186 -0.28 -1.04 -0.60 -0.090
C 0.0713 2.3955 0.9326 -0.28 1.09 -0.27 -0.068
C 1.5523 0.7094 0.2093 1.33 0.62 0.55 -0.496
O 2.3373 1.1818 1.0293 -0.24 0.12 0.14 0.040
H 3.9226 0.0105 -0.0300 0.27 0.35 -0.02 0.075
H 3.4597 -1.6278 0.4066 -0.17 0.54 -0.51 0.106
H 3.6859 -1.2058 -1.3153 0.06 0.00 -0.17 0.082
H 0.2870 -1.0543 -1.6152 -0.49 0.47 -0.36 0.082
H 1.5649 -2.1545 -1.4697 0.11 -0.52 0.14 0.118
H 0.8941 -2.8534 0.6769 -0.52 0.17 0.33 0.120
H -0.7050 -2.5188 -0.1347 0.57 -0.28 0.03 0.118
H -1.3975 0.4498 1.6693 0.19 -1.22 -0.13 0.110
H -1.9317 -1.1153 2.4480 0.46 0.73 -1.30 0.145
H -3.0544 -1.7776 0.4115 0.28 0.08 -0.24 0.132
H -3.3993 -0.1110 0.6619 -0.73 0.74 0.57 0.114
H -2.4398 1.5550 -0.3736 0.08 -0.76 -0.26 0.126
H -2.3012 1.0373 -2.0939 -0.12 0.20 0.46 0.129
H -0.0249 0.8656 -2.0632 0.68 -0.18 0.03 0.113
H -0.5696 2.4298 -1.5331 0.11 -0.08 -0.01 0.130
H -0.9950 2.6229 0.9265 -0.06 0.07 -0.28 0.083
H 0.2838 2.0756 1.9239 0.46 -0.26 0.76 0.084
H 0.6383 3.3168 0.7195 -0.18 -0.16 0.18 0.106
```
Positions in Å, forces in eV/Å.

[2]
Here is 7 unconnected molecules or ions with the total composition C65H69F6NO5P2S2 at a distorted geometry from the OMol25 dataset. Energies are from ωB97M-V with the def2-TZVPD basis set.

Values from the calculation:
calculated total energy: -5026.83010 Ha
SMILES: C#Cc1c(CCCCCOC)c2c(c([PH2]=O)c1P(C)CC)C(=O)C=C(CCCSC(=S)N1CCOCC1)C2=O.Fc1ccccc1.Fc1ccccc1.Fc1ccccc1.Fc1ccccc1.Fc1ccccc1.Fc1ccccc1
max |F|: 6.85 eV Å⁻¹
LUMO: -1.72 eV
charge: 0
HOMO: -8.02 eV
M: 1184.3 g mol⁻¹

The geometry in XYZ format:
```
150
Properties=species:S:1:pos:R:3:forces:R:3:lowdin_charge:R:1
C 7.9042 -5.9436 3.7530 -2.43 1.81 -6.14 0.077
C 7.3493 -5.5629 2.6085 1.32 -0.94 4.88 -0.119
C 6.4640 -4.9337 1.4084 -0.85 0.61 -1.00 -0.110
C 6.5776 -3.3710 1.1270 -1.92 -2.13 -1.96 -0.036
C 7.5600 -2.4578 2.0061 0.79 0.21 0.12 -0.163
C 6.8091 -1.7536 3.2595 -1.18 -0.25 -0.18 -0.176
C 6.9194 -0.1440 3.2990 0.14 0.29 -0.19 -0.200
C 8.1914 0.4346 4.1067 0.00 0.69 -0.31 -0.174
C 8.2368 0.0413 5.6760 0.79 0.85 0.52 -0.230
O 7.0248 -0.5741 6.1905 0.39 1.52 -0.11 -0.256
C 6.0093 0.4113 6.5373 -1.19 0.12 -0.73 -0.120
C 5.6313 -2.8175 -0.0448 0.06 -2.47 0.68 0.034
C 4.6662 -3.7804 -0.8919 1.33 -0.55 1.82 -0.024
C 4.5513 -5.3546 -0.6114 2.98 3.99 2.30 -0.218
P 3.3771 -6.4877 -1.5678 1.13 -3.50 -0.63 0.749
O 4.0155 -7.7979 -2.0972 -0.90 2.85 1.22 -0.500
C 5.4899 -5.8959 0.5681 -0.17 2.73 -1.02 -0.260
P 5.5232 -7.7419 1.1274 0.21 0.14 0.65 0.921
C 6.3825 -8.7402 -0.2547 0.57 1.09 -1.03 -0.311
C 3.7098 -8.2556 1.3603 -1.65 0.17 0.21 -0.460
C 3.4658 -9.1190 2.7253 0.11 -0.55 -0.02 -0.189
C 3.8085 -3.0307 -2.0622 -0.45 -0.38 -1.97 -0.267
O 3.5443 -3.5458 -3.1958 1.02 1.91 4.95 0.005
C 3.3367 -1.5255 -1.6964 2.22 1.40 2.22 0.041
C 4.1782 -0.6514 -0.8884 -2.00 -1.95 -2.03 -0.100
C 3.6304 0.8333 -0.5102 0.92 -1.10 0.86 -0.134
C 2.7665 0.6408 0.8745 0.86 -0.82 0.18 -0.225
C 1.3734 -0.1215 0.5936 1.01 -0.20 -1.01 -0.491
S 0.1346 -0.0390 1.9770 -0.03 -0.31 0.10 0.813
C 0.1701 -1.5609 3.0365 1.31 -1.52 1.84 -0.970
S 0.8386 -1.3908 4.5967 -1.11 -0.06 -2.52 0.593
N -0.3458 -2.9039 2.6875 1.31 3.19 -1.51 -0.191
C 0.7293 -3.9359 2.5533 0.60 -1.89 0.08 -0.152
C 1.2412 -4.2047 1.0467 0.42 -0.84 0.89 -0.186
O 0.0999 -4.5627 0.2176 0.71 2.48 0.60 -0.181
C -0.6565 -3.2948 0.1058 -1.64 -0.69 -0.16 -0.153
C -1.3034 -2.8984 1.5379 -1.23 -1.05 -0.90 -0.159
C 5.6238 -1.2215 -0.3927 1.58 1.19 -0.19 -0.204
O 6.6524 -0.4718 -0.3266 -4.52 -3.22 -0.05 0.027
H 8.5091 -6.3600 4.6486 -1.49 1.01 -2.20 0.061
H 8.0986 -1.6282 1.3860 -1.33 -1.65 0.75 0.118
H 8.4306 -3.0950 2.4540 -1.80 0.76 -1.07 0.114
H 7.1659 -2.2641 4.2271 -0.60 1.04 -1.43 0.113
H 5.6743 -2.0067 3.1508 1.93 0.40 0.33 0.118
H 6.9480 0.2456 2.1972 0.10 -0.68 1.96 0.105
H 5.9665 0.3469 3.7599 1.63 -1.15 -0.69 0.104
H 9.2093 0.1796 3.5931 -1.89 0.22 0.91 0.118
H 8.1171 1.5976 4.0591 0.12 -2.00 -0.04 0.110
H 9.1564 -0.6224 5.9401 -1.87 0.83 -0.59 0.130
H 8.3973 1.0299 6.2738 -0.10 -1.65 -1.00 0.118
H 6.2773 1.4739 6.1503 -0.33 -1.77 0.83 0.103
H 5.7621 0.4188 7.6627 0.73 0.01 -1.66 0.097
H 5.0312 0.1024 5.9856 1.60 0.53 0.96 0.097
H 2.3358 -6.8726 -0.6237 0.63 0.90 -0.53 0.011
H 2.7000 -5.8600 -2.6632 0.44 0.47 0.98 0.024
H 5.8793 -9.7512 -0.4743 0.80 1.70 0.38 0.057
H 7.4969 -8.8396 0.0673 -2.08 -0.12 -0.40 0.042
H 6.3861 -8.0537 -1.1935 -0.19 -1.59 1.38 0.036
H 3.0915 -7.2770 1.4968 1.11 -1.59 -0.41 0.051
H 3.2510 -8.8386 0.4819 0.83 0.99 1.14 0.072
H 4.4843 -9.4863 3.1623 -1.92 0.69 -0.69 0.063
H 2.8125 -10.0525 2.4775 1.25 1.63 0.43 0.073
H 2.8796 -8.5274 3.5368 1.24 -0.88 -1.47 0.073
H 2.3047 -1.0911 -2.0185 2.11 -1.18 0.18 0.131
H 3.0011 1.3059 -1.3607 1.18 -0.92 1.40 0.124
H 4.5823 1.4603 -0.2729 -1.84 -0.88 -0.52 0.122
H 3.4199 -0.0689 1.5339 -1.17 1.33 -0.92 0.120
H 2.6720 1.6310 1.4552 -0.16 -1.52 -1.10 0.116
H 1.5899 -1.2304 0.3865 -0.30 1.78 0.14 0.041
H 0.9186 0.3647 -0.3666 0.38 -0.99 1.82 0.100
H 0.2681 -4.9432 2.9267 0.81 1.71 -0.80 0.147
H 1.6527 -3.7543 3.2201 -1.75 0.17 -0.94 0.115
H 1.9896 -5.1010 1.1091 -1.49 1.46 -0.21 0.111
H 1.8316 -3.3395 0.5677 -0.90 -0.98 0.80 0.109
H -0.0180 -2.4662 -0.3763 -0.86 -1.23 0.82 0.111
H -1.5592 -3.5591 -0.5877 1.69 0.65 1.13 0.138
H -2.0914 -3.7319 1.7687 1.48 1.31 -0.45 0.141
H -1.9350 -1.9209 1.4587 1.66 -1.67 0.28 0.093
F -2.9676 0.0021 1.5352 -0.05 -0.24 -0.16 -0.002
C -3.5552 1.0953 2.0468 -0.46 0.99 0.48 -0.307
C -4.0468 1.0613 3.3433 0.08 -0.23 0.04 -0.021
C -4.6520 2.1965 3.8755 0.06 0.16 -0.36 -0.071
C -4.7680 3.3493 3.1008 -0.01 -0.09 0.05 -0.088
C -4.2752 3.3708 1.7984 -0.11 -0.40 0.11 -0.075
C -3.6605 2.2396 1.2703 0.07 -0.09 -0.14 0.000
H -3.9549 0.1527 3.9280 0.03 0.04 -0.05 0.122
H -5.0332 2.1830 4.8917 0.05 -0.05 -0.13 0.107
H -5.2440 4.2329 3.5151 0.04 -0.14 -0.09 0.089
H -4.3699 4.2668 1.1958 0.00 -0.29 0.06 0.095
H -3.2635 2.2415 0.2613 -0.04 -0.05 0.04 0.111
F -3.3574 5.9451 2.0849 0.22 0.20 0.01 0.046
C -3.9428 7.0397 2.5960 -0.37 0.79 0.35 -0.280
C -4.4331 7.0083 3.8933 0.03 -0.14 0.06 -0.022
C -5.0356 8.1452 4.4247 0.08 0.12 -0.36 -0.079
C -5.1505 9.2973 3.6486 -0.02 0.00 0.05 -0.096
C -4.6592 9.3161 2.3455 -0.01 -0.22 0.25 -0.082
C -4.0468 8.1831 1.8177 0.05 -0.06 -0.14 -0.016
H -4.3421 6.1007 4.4791 0.07 0.08 -0.05 0.107
H -5.4156 8.1338 5.4413 0.05 -0.04 -0.13 0.106
H -5.6246 10.1824 4.0624 0.07 -0.12 -0.06 0.102
H -4.7532 10.2129 1.7412 0.04 -0.13 0.06 0.106
H -3.6508 8.1829 0.8085 -0.01 -0.04 0.07 0.115
F -5.1502 1.3562 -1.8298 -0.11 0.13 0.14 0.057
C -4.3061 0.6831 -2.6266 0.55 -0.48 -0.56 -0.296
C -4.2681 0.9767 -3.9815 -0.12 0.11 -0.05 -0.028
C -3.3892 0.2827 -4.8081 0.05 -0.18 0.34 -0.082
C -2.5655 -0.7056 -4.2716 0.02 0.00 -0.05 -0.091
C -2.6153 -0.9960 -2.9101 -0.14 0.26 -0.22 -0.077
C -3.4863 -0.2941 -2.0815 -0.02 0.00 0.23 -0.011
H -4.9221 1.7429 -4.3825 0.04 -0.02 0.07 0.121
H -3.3461 0.5105 -5.8684 -0.03 0.01 0.15 0.108
H -1.8830 -1.2499 -4.9178 -0.09 0.07 0.09 0.103
H -1.9759 -1.7689 -2.4945 -0.09 0.09 -0.02 0.090
H -3.5319 -0.5009 -1.0180 -0.06 0.02 -0.04 0.097
F -4.6502 -4.5413 0.1010 0.17 -0.14 -0.03 0.058
C -5.5460 -3.5612 0.2971 -0.63 0.67 0.13 -0.283
C -5.1419 -2.3798 0.9009 0.12 -0.03 0.00 -0.016
C -6.0695 -1.3602 1.1003 -0.19 -0.27 -0.16 -0.067
C -7.3933 -1.5394 0.7026 0.01 0.03 0.01 -0.088
C -7.7892 -2.7322 0.1016 0.30 0.13 0.12 -0.081
C -6.8594 -3.7468 -0.1076 0.00 -0.16 -0.06 -0.017
H -4.1102 -2.2621 1.2108 -0.09 -0.02 -0.03 0.082
H -5.7622 -0.4285 1.5648 -0.02 -0.13 -0.05 0.092
H -8.1176 -0.7460 0.8622 0.10 -0.10 -0.03 0.103
H -8.8215 -2.8714 -0.2037 0.15 -0.01 0.01 0.105
H -7.1481 -4.6779 -0.5818 0.06 0.04 0.05 0.116
F -1.8397 3.1830 -5.1063 0.09 -0.13 -0.07 0.060
C -2.4272 4.2750 -4.5940 -0.39 0.69 0.33 -0.286
C -2.9194 4.2398 -3.2977 0.05 -0.16 0.10 -0.020
C -3.5243 5.3744 -2.7642 0.08 0.13 -0.37 -0.076
C -3.6399 6.5283 -3.5376 0.00 -0.01 0.05 -0.090
C -3.1467 6.5511 -4.8400 0.11 -0.20 0.28 -0.090
C -2.5318 5.4202 -5.3697 0.03 -0.03 -0.10 -0.013
H -2.8280 3.3307 -2.7138 0.02 0.03 -0.08 0.107
H -3.9059 5.3597 -1.7480 0.04 -0.05 -0.12 0.099
H -4.1160 7.4118 -3.1223 0.06 -0.11 -0.07 0.102
H -3.2412 7.4486 -5.4416 0.06 -0.17 0.13 0.092
H -2.1344 5.4229 -6.3784 -0.02 -0.06 0.06 0.112
F -5.2199 7.6049 -6.6390 -0.12 0.09 0.08 0.053
C -5.3205 7.4051 -7.9620 -0.09 -0.14 -0.89 -0.283
C -4.1669 7.2751 -8.7214 0.10 0.00 0.11 -0.020
C -4.2711 7.0628 -10.0931 -0.35 0.03 0.10 -0.081
C -5.5280 6.9936 -10.6915 0.04 -0.01 -0.03 -0.097
C -6.6796 7.1304 -9.9202 0.34 0.00 0.06 -0.083
C -6.5760 7.3317 -8.5469 -0.10 0.02 0.12 -0.016
H -3.1977 7.3401 -8.2397 -0.07 0.00 0.00 0.110
H -3.3749 6.9521 -10.6953 -0.09 0.03 0.11 0.106
H -5.6084 6.8323 -11.7625 0.01 0.02 0.15 0.101
H -7.6576 7.0803 -10.3886 0.11 0.00 0.10 0.105
H -7.4617 7.4314 -7.9300 0.09 0.01 -0.01 0.117
```
Positions in Å, forces in eV/Å.

[3]
Here is 2 unconnected molecules or ions with the total composition C4H11NO2 at a distorted geometry from the OMol25 dataset. Energies are from ωB97M-V with the def2-TZVPD basis set.

Values from the calculation:
calculated total energy: -364.19660 Ha
SMILES: CN[C@H](C)C=O.O
max |F|: 1.99 eV Å⁻¹
LUMO: 0.80 eV
charge: 0
HOMO: -9.07 eV
M: 105.1 g mol⁻¹

The geometry in XYZ format:
```
18
Properties=species:S:1:pos:R:3:forces:R:3:lowdin_charge:R:1
C 1.2131 -2.2694 -1.5792 0.50 0.67 -0.32 -0.117
N 1.0100 -0.8197 -1.4425 0.87 -0.99 0.31 -0.106
C 0.7997 -0.2334 -0.1056 -0.74 -0.15 -1.85 -0.359
C -0.3635 -0.8542 0.6475 0.18 -1.76 0.34 -0.060
C 0.5505 1.2240 -0.3831 -0.46 -0.23 0.65 -0.229
O -0.1969 1.8510 0.3182 0.08 0.71 -0.20 0.058
H 0.7159 -2.8719 -0.8155 -0.19 -0.05 -0.31 0.061
H 2.2766 -2.5382 -1.5712 -0.04 0.12 0.20 0.072
H 0.8670 -2.4851 -2.5935 -0.13 -0.55 0.31 0.081
H 0.4447 -0.5374 -2.2215 -0.55 0.69 0.49 0.095
H 1.7423 -0.3291 0.4376 -0.01 -0.07 0.21 0.152
H -0.4366 -0.5848 1.6981 0.05 0.24 -0.06 0.081
H -0.1756 -1.9386 0.6112 0.14 0.19 0.51 0.056
H -1.3554 -0.8488 0.1933 0.15 0.95 -0.29 0.091
H 1.0227 1.6234 -1.2962 0.11 0.25 0.05 0.127
O -2.9482 3.8430 3.0397 0.17 -0.36 -0.08 -0.050
H -2.7669 4.5781 2.4653 -0.19 0.96 -0.18 0.021
H -2.3994 3.1910 2.5975 0.05 -0.62 0.22 0.025
```
Positions in Å, forces in eV/Å.

[4]
Here is 4 unconnected molecules or ions with the total composition C18H36ClIN6O3S at a distorted geometry from the OMol25 dataset. Energies are from ωB97M-V with the def2-TZVPD basis set.

Values from the calculation:
calculated total energy: -2417.53903 Ha
SMILES: Nc1c(Cl)c(I)cc2nsnc12.COC[C@@H](C)N.COC[C@@H](C)N.COC[C@@H](C)N
max |F|: 6.22 eV Å⁻¹
LUMO: -1.30 eV
charge: 0
HOMO: -8.18 eV
M: 578.9 g mol⁻¹

The geometry in XYZ format:
```
66
Properties=species:S:1:pos:R:3:forces:R:3:lowdin_charge:R:1
N 0.7853 2.7607 3.4247 0.25 -1.81 0.33 0.041
C 1.2851 1.4368 3.3325 2.65 -2.49 -1.95 -0.220
C 2.3660 1.0963 2.2388 -1.70 -1.01 2.20 -0.516
Cl 2.8382 2.4839 1.1149 -0.57 -1.98 1.54 0.509
C 3.0488 -0.3167 2.0516 -2.51 -1.23 3.53 -0.658
I 4.5739 -0.6542 0.5483 -1.23 0.32 1.15 0.757
C 2.6471 -1.5154 2.9831 -0.53 4.36 -0.99 -0.049
C 1.5552 -1.2022 4.0837 0.70 -0.54 -0.42 -0.289
N 1.1359 -2.2306 5.0144 -1.03 5.94 -1.53 -0.254
S -0.0233 -1.3537 5.9461 1.01 0.81 -1.53 0.896
N -0.1002 0.2552 5.3324 3.87 -3.26 -2.77 -0.252
C 0.8800 0.2213 4.2641 -0.15 -0.51 0.20 -0.224
H -0.1969 2.9497 3.2753 0.35 -0.14 0.20 0.094
H 1.4155 3.5415 3.5406 -0.13 -0.36 -0.30 0.081
H 3.1535 -2.5531 2.8744 -0.99 1.85 0.29 0.070
C -0.4394 4.1019 -2.0446 0.17 0.02 0.36 -0.105
O -0.8876 3.1441 -1.0999 -0.27 -0.09 -0.31 -0.195
C -1.6029 2.0482 -1.6647 -0.07 -0.17 0.16 -0.196
C -0.7106 0.9555 -2.2884 0.22 0.36 0.06 -0.427
C -0.1207 1.3440 -3.6413 -0.01 -0.16 -0.28 -0.071
N 0.3805 0.5689 -1.3853 -0.20 0.11 0.19 0.045
H -1.1447 4.2263 -2.8718 0.03 -0.10 -0.03 0.084
H 0.5473 3.8255 -2.4200 -0.03 0.07 -0.23 0.074
H -0.3369 5.0597 -1.5303 -0.08 -0.08 0.04 0.087
H -2.1521 1.5979 -0.8305 0.12 0.08 0.02 0.121
H -2.3592 2.4056 -2.3747 0.09 0.05 -0.12 0.109
H -1.3433 0.0761 -2.4546 -0.04 0.08 0.11 0.134
H 0.7251 2.0271 -3.5518 -0.06 -0.01 0.10 0.064
H 0.2474 0.4548 -4.1622 -0.02 0.08 0.12 0.077
H -0.8743 1.8138 -4.2794 0.01 0.01 0.03 0.072
H -0.0230 0.2049 -0.5237 0.10 -0.09 -0.09 0.072
H 0.8479 1.4274 -1.0892 0.04 -0.17 -0.09 0.048
C -5.1253 1.4503 -4.7940 -0.04 0.02 0.37 -0.104
O -4.4790 2.6352 -4.3565 0.17 0.04 -0.42 -0.208
C -4.1782 3.5610 -5.3971 0.08 0.24 0.16 -0.205
C -5.3722 4.4276 -5.8475 -0.15 -0.33 0.19 -0.430
C -6.3763 3.6814 -6.7218 -0.12 0.08 -0.28 -0.075
N -6.0790 5.0111 -4.7002 0.30 -0.06 0.13 0.037
H -4.7769 1.1305 -5.7804 -0.05 0.08 -0.02 0.092
H -6.2072 1.5923 -4.7966 -0.04 -0.13 -0.20 0.074
H -4.9016 0.6597 -4.0749 0.08 0.09 -0.01 0.087
H -3.4162 4.2294 -4.9808 -0.09 -0.07 0.08 0.115
H -3.7086 3.0483 -6.2456 -0.13 -0.10 -0.05 0.119
H -4.9678 5.2477 -6.4515 0.08 -0.05 0.11 0.135
H -7.0302 3.0250 -6.1462 0.10 0.04 0.05 0.064
H -7.0246 4.3923 -7.2430 0.09 -0.05 0.12 0.077
H -5.8680 3.0794 -7.4796 -0.02 0.01 0.04 0.078
H -5.4297 5.5997 -4.1812 -0.13 0.06 -0.09 0.072
H -6.2851 4.2498 -4.0518 -0.08 0.12 -0.15 0.070
C 5.6536 -7.3315 4.9755 -0.02 -0.17 -0.34 -0.108
O 4.3245 -7.2912 4.4809 -0.10 0.18 0.40 -0.192
C 3.4704 -6.3734 5.1581 -0.23 0.00 -0.25 -0.199
C 3.6342 -4.9042 4.7193 0.29 -0.19 0.08 -0.429
C 4.8894 -4.2348 5.2725 0.03 0.27 0.10 -0.066
N 3.6291 -4.7744 3.2558 -0.17 -0.25 -0.03 0.036
H 5.6953 -7.1825 6.0584 -0.02 0.09 -0.03 0.091
H 6.2677 -6.5896 4.4623 0.14 0.06 0.20 0.073
H 6.0687 -8.3147 4.7454 -0.12 0.01 0.01 0.087
H 2.4506 -6.6867 4.9089 0.12 -0.03 -0.07 0.122
H 3.5701 -6.4834 6.2447 0.16 0.07 0.01 0.120
H 2.7748 -4.3501 5.1136 -0.01 -0.13 -0.07 0.110
H 5.7940 -4.5277 4.7377 -0.08 -0.06 -0.01 0.065
H 4.8087 -3.1470 5.1814 -0.03 -0.12 -0.03 0.073
H 5.0267 -4.4692 6.3312 0.00 0.00 -0.05 0.080
H 2.7394 -5.1215 2.9004 0.03 0.12 0.02 0.084
H 4.3111 -5.4402 2.8896 -0.02 0.22 0.03 0.079
```
Positions in Å, forces in eV/Å.